Entry 1:
This record from OMol25 describes C3H2O4Sn as an isolated structure in a non-equilibrium geometry. The level of theory is the ωB97M-V functional and the def2-TZVPD basis.

Calculated values
Molar mass: 220.756 g/mol
LUMO energy: -0.859 eV
HOMO: -9.32 eV
Orbital gap: 8.456 eV
Energy above the lowest of the compared OMol25 structures with the same formula, charge and spin: 112.60 kJ/mol

Atoms and positions in Å:
Sn  -0.0910  1.7885  -0.1477
O  2.8235  -0.5836  0.2040
O  -1.7018  0.8336  0.0583
O  0.5897  -0.0533  -0.2229
O  1.9928  1.5393  0.0927
C  -1.5637  -0.5284  -0.0307
C  2.0122  0.2849  0.0718
C  -0.1871  -1.1039  -0.1175
H  -1.7325  -1.1591  0.9380
H  -2.1422  -1.0180  -0.8460

Cartesian forces (eV/Å) of the 2 atoms listed first:
Sn -0.63 7.66 -0.90
O -1.32 0.78 -0.16

Atomic partial charges in e from the Löwdin method, atoms 1 to 2: atom 1 (Sn): 1.36, atom 2 (O): 0.17

Entry 2:
This record from OMol25 describes a 2-piece molecular cluster, C4H14N2O2 overall in a non-equilibrium geometry. The level of theory is the ωB97M-V functional and the def2-TZVPD basis.

Calculated values
Molar mass: 122.168 g/mol
LUMO energy: -7.175 eV
HOMO: -17.84 eV
Orbital gap: 10.669 eV
Energy above the lowest of the compared OMol25 structures with the same formula, charge and spin: 133.47 kJ/mol
Charge: +2

Atoms and positions in Å:
O  1.2539  -2.3172  2.3418
O  2.5842  -0.0047  -0.6833
N  -2.5445  0.6834  -1.6300
N  0.9093  0.2498  1.7000
C  -0.3621  -0.1923  -0.3782
C  1.7925  0.8721  -0.6202
C  0.5563  0.7792  0.3333
C  -1.0682  0.3324  -1.6197
H  -2.9611  0.4493  -2.5323
H  -0.3845  1.0924  -2.0996
H  1.7299  -2.6149  3.1181
H  -2.5598  1.7413  -1.3515
H  -1.1436  -0.5724  0.3392
H  -3.1497  0.0898  -0.9957
H  0.6547  -0.7687  1.7660
H  1.1862  -3.0419  1.6912
H  0.4038  0.6484  2.4692
H  0.2632  -1.0915  -0.5766
H  -0.8140  -0.5035  -2.3267
H  0.1236  1.8256  0.4121
H  1.6231  1.7994  -1.1963
H  1.9066  0.5440  1.8393

Cartesian forces (eV/Å) of the 2 atoms listed first:
O -0.58 -0.03 -1.05
O 0.57 0.14 -0.23

Atomic partial charges in e from the Löwdin method, atoms 1 to 2: atom 1 (O): -0.03, atom 2 (O): 0.17

Entry 3:
This record from OMol25 describes a 3-piece molecular cluster, C4H13NO2 overall in a non-equilibrium geometry. The level of theory is the ωB97M-V functional and the def2-TZVPD basis.

Calculated values
Molar mass: 107.153 g/mol
LUMO energy: -5.000 eV
HOMO: -8.51 eV
Orbital gap: 3.510 eV
Energy above the lowest of the compared OMol25 structures with the same formula, charge and spin: 893.06 kJ/mol

Atoms and positions in Å:
O  3.2769  -0.4497  0.6185
O  -2.0505  0.7317  -0.0042
N  1.1118  -1.8212  -0.2253
C  0.0545  -1.0508  0.6104
C  0.5679  0.4114  0.5850
C  0.9402  0.9034  -0.8054
C  -3.2745  1.0133  -0.5421
H  -0.0132  -1.3659  1.6766
H  -3.3451  2.0714  -0.8657
H  -1.0135  -1.1370  0.2289
H  1.1352  1.9684  -0.6791
H  1.0908  -2.7898  0.1786
H  -0.2245  1.0412  1.0010
H  1.4059  0.4776  1.2957
H  0.0925  0.8209  -1.4585
H  3.9282  -1.0900  0.8894
H  -4.1375  0.8485  0.1344
H  1.8908  0.4094  -1.2621
H  2.0707  -1.4236  0.1070
H  -3.5065  0.4305  -1.4831

Cartesian forces (eV/Å) of the 2 atoms listed first:
O -1.12 -0.09 -0.47
O -0.63 -0.45 -0.50

Atomic partial charges in e from the Löwdin method, atoms 1 to 2: atom 1 (O): -0.20, atom 2 (O): -0.13